[1]
Formula: C44H125F3N10O15
Source: the Open Molecules 2025 dataset
Level of theory: the ωB97M-V functional and the def2-TZVPD basis

Results
M ... 1091.53 g mol⁻¹
Charge ... 0

Last column: Löwdin charge in e.
CARTESIAN COORDINATES (ANGSTROEM)
N  0.53865  -3.22281  -5.32620  0.248
H  0.32952  -4.19739  -5.10268  0.135
H  0.13798  -2.57241  -4.59839  0.042
H  0.02084  -2.98079  -6.25156  0.084
H  1.53974  -3.08804  -5.45505  0.125
C  -0.40857  -0.89350  -2.40092  -0.511
O  0.48439  -1.40630  -1.40331  -0.126
O  -0.42846  -1.67037  -3.42441  -0.158
C  -1.76478  -0.48818  -1.82681  -0.520
F  -2.63219  -1.50905  -1.83814  0.143
F  -1.69870  -0.09974  -0.50583  0.084
F  -2.29378  0.52219  -2.52913  0.126
C  1.25132  -0.45694  -0.61968  -0.214
C  1.72234  -1.21254  0.61933  -0.064
H  2.41926  -0.60781  1.22164  0.076
H  0.88388  -1.44677  1.28168  0.062
H  2.28487  -2.11367  0.37766  0.056
H  0.69001  0.41200  -0.27051  0.114
H  2.14371  -0.25338  -1.22450  0.095
H  0.05841  0.06643  -2.75946  0.147
C  -2.88306  0.68262  2.44297  -0.184
O  -3.56272  1.78827  3.04292  -0.157
H  -2.10031  0.19541  3.02395  0.054
H  -3.61925  -0.11449  2.22222  0.066
H  -2.45811  1.01654  1.48488  0.052
H  -4.26292  2.00515  2.36895  0.040
C  -3.85235  1.46948  -4.97956  -0.168
O  -4.02766  1.44418  -6.38659  -0.135
H  -3.26802  0.60843  -4.61283  0.057
H  -3.36754  2.37814  -4.60734  0.077
H  -4.82923  1.32450  -4.50970  0.071
H  -3.20229  1.08708  -6.77576  0.037
C  3.73733  -3.36597  2.62901  -0.137
O  3.79205  -4.77999  2.89856  -0.122
H  3.89801  -3.20737  1.55605  0.053
H  2.77664  -2.90744  2.89931  0.064
H  4.49723  -2.88709  3.24547  0.080
H  2.95146  -5.20367  2.71532  0.068
C  2.75715  -3.67248  -2.61932  -0.184
O  1.39451  -3.96761  -2.38704  -0.139
H  3.00345  -2.60973  -2.79553  0.075
H  3.31896  -3.97670  -1.72758  0.069
H  3.15063  -4.14837  -3.53650  0.068
H  0.94268  -3.08575  -2.29088  0.052
C  4.12965  1.46229  3.65821  -0.059
C  4.81692  1.41196  5.00583  -0.445
C  6.10322  2.19739  5.04145  -0.243
O  6.83558  2.05685  6.20886  -0.166
C  7.48656  0.82524  6.25571  -0.125
N  3.89889  2.00899  5.99171  0.064
H  4.10740  2.47201  3.23299  0.085
H  3.12892  1.04550  3.73414  0.052
H  4.68831  0.89539  2.89704  0.075
H  5.05020  0.35940  5.26256  0.122
H  5.88997  3.24794  4.84433  0.135
H  6.77483  1.86536  4.22942  0.127
H  8.39950  0.82703  5.63827  0.093
H  6.87352  -0.03792  5.97941  0.080
H  7.82390  0.67070  7.28324  0.091
H  4.33086  2.05411  6.90882  0.073
H  3.03138  1.48124  6.03439  0.039
C  -4.76490  3.62515  -1.51290  -0.047
C  -4.94199  3.54380  0.00967  -0.399
C  -6.19929  4.23411  0.49344  -0.226
O  -6.34875  5.49407  -0.09939  -0.188
C  -7.50854  6.13764  0.36924  -0.112
N  -4.96360  2.14949  0.51812  0.050
H  -3.77532  3.40536  -1.90244  0.047
H  -4.85887  4.69431  -1.77070  0.081
H  -5.59114  3.12307  -2.02298  0.080
H  -4.06785  4.06478  0.43772  0.130
H  -6.17996  4.32720  1.58972  0.133
H  -7.05215  3.58365  0.22041  0.119
H  -8.40756  5.54371  0.14667  0.089
H  -7.60697  7.11160  -0.10015  0.086
H  -7.43874  6.28332  1.45892  0.090
H  -5.80764  1.73848  0.05736  0.042
H  -4.17530  1.62645  0.13608  0.059
C  0.82087  -2.43148  5.91596  -0.065
C  1.25667  -0.99199  5.88528  -0.443
C  0.43319  -0.18250  4.89606  -0.254
O  0.88977  1.11133  4.82425  -0.204
C  0.51227  1.75296  3.60374  -0.067
N  1.11168  -0.36225  7.20655  0.046
H  -0.25388  -2.54826  6.05757  0.073
H  1.31173  -2.98067  6.72401  0.082
H  1.16145  -2.92330  4.99955  0.069
H  2.31604  -0.91250  5.56800  0.132
H  -0.61795  -0.23714  5.23109  0.141
H  0.47442  -0.69368  3.91933  0.121
H  1.17208  2.60860  3.50284  0.079
H  -0.54931  1.98258  3.72031  0.091
H  0.69911  1.09268  2.74833  0.081
H  1.85826  -0.57576  7.85666  0.071
H  1.08118  0.65019  7.12759  0.063
C  3.05195  1.08855  -4.72030  -0.077
C  3.59903  2.19771  -3.82997  -0.420
C  3.52622  1.75243  -2.37681  -0.212
O  3.99165  2.84624  -1.58303  -0.199
C  3.82948  2.57870  -0.21259  -0.106
N  4.98859  2.60014  -4.25536  0.037
H  2.99686  1.41434  -5.76507  0.072
H  2.02832  0.84198  -4.41051  0.063
H  3.67433  0.18769  -4.76494  0.075
H  2.96255  3.07829  -3.96205  0.140
H  4.10852  0.82989  -2.24051  0.110
H  2.47629  1.70371  -2.05136  0.111
H  4.36293  1.66478  0.06062  0.078
H  2.75310  2.55078  0.02105  0.088
H  4.20497  3.42580  0.36072  0.091
H  5.63130  1.83946  -3.97485  0.073
H  5.23892  3.28826  -3.51358  0.072
C  5.30051  -1.57447  -0.80889  -0.061
C  6.63685  -2.25307  -0.95279  -0.446
C  6.61122  -3.57771  -1.66614  -0.233
O  5.98100  -4.58412  -0.91445  -0.181
C  5.83423  -5.73210  -1.72516  -0.110
N  7.60276  -1.37835  -1.62765  0.028
H  4.56685  -2.29670  -0.44211  0.051
H  4.87811  -1.11452  -1.70373  0.061
H  5.39226  -0.80203  -0.03889  0.076
H  7.00894  -2.40943  0.07306  0.144
H  7.65219  -3.88178  -1.85558  0.128
H  6.06477  -3.43638  -2.61286  0.132
H  5.20712  -5.51834  -2.60241  0.075
H  5.34430  -6.49819  -1.13417  0.092
H  6.82627  -6.04833  -2.07093  0.090
H  8.50304  -1.84927  -1.73269  0.069
H  7.84055  -0.58477  -1.03434  0.075
C  -0.50408  6.30457  2.95972  -0.069
C  0.14513  5.47264  1.85759  -0.441
C  -0.90170  4.79255  1.00813  -0.253
O  -0.26276  4.11854  -0.01378  -0.187
C  -1.13993  3.54738  -0.94844  -0.102
N  1.02046  6.37624  1.08171  0.043
H  0.21698  6.90494  3.50858  0.076
H  -0.98404  5.65504  3.70212  0.081
H  -1.25211  6.99010  2.54589  0.078
H  0.68276  4.66384  2.35715  0.120
H  -1.67915  5.49895  0.67450  0.133
H  -1.41568  4.05856  1.65870  0.131
H  -0.53701  2.93302  -1.62015  0.085
H  -1.71979  4.29371  -1.50132  0.090
H  -1.82434  2.82724  -0.46726  0.075
H  1.21544  5.84369  0.21639  0.069
H  0.42522  7.13860  0.74410  0.073
C  -2.62743  -1.94154  -6.41330  -0.034
C  -1.63173  -1.56034  -7.49152  -0.388
C  -0.72303  -0.43269  -7.06274  -0.194
O  -1.40315  0.79233  -7.14030  -0.207
C  -0.61561  1.89505  -7.01710  -0.116
N  -0.84169  -2.78998  -7.85336  0.012
H  -2.21805  -2.41340  -5.51944  0.077
H  -3.36031  -2.63781  -6.84239  0.087
H  -3.20078  -1.06981  -6.09515  0.068
H  -2.15514  -1.25020  -8.40496  0.148
H  0.07560  -0.34934  -7.83780  0.134
H  -0.21428  -0.57189  -6.09639  0.127
H  -1.22510  2.78609  -7.05727  0.101
H  0.22871  1.89569  -7.72256  0.096
H  -0.08739  1.91964  -6.04650  0.093
H  -1.50782  -3.50384  -8.14409  0.092
H  -0.24803  -2.65798  -8.67496  0.093
C  -5.99464  -0.46078  -1.77700  -0.046
C  -7.08382  -0.47531  -0.70406  -0.408
C  -6.66389  -1.01908  0.60461  -0.232
O  -6.63528  -2.42116  0.53217  -0.171
C  -6.16213  -2.97561  1.70368  -0.124
N  -7.62953  0.91394  -0.50692  0.027
H  -5.09331  0.02221  -1.40314  0.058
H  -6.32922  -0.02371  -2.71583  0.072
H  -5.71179  -1.49516  -1.99731  0.086
H  -7.88573  -1.11691  -1.10830  0.143
H  -7.38221  -0.71733  1.39597  0.134
H  -5.69911  -0.66299  1.00708  0.119
H  -5.11974  -2.70150  1.89891  0.074
H  -6.27757  -4.04684  1.59232  0.092
H  -6.77435  -2.62579  2.54685  0.095
H  -8.42944  0.86083  0.12881  0.082
H  -8.01945  1.25500  -1.38386  0.080
C  -1.92893  -5.89386  4.00497  -0.067
C  -1.88269  -4.40477  4.34453  -0.442
C  -2.24287  -3.53235  3.18472  -0.208
O  -1.19118  -3.54379  2.21808  -0.179
C  -1.52493  -2.83223  1.05293  -0.119
N  -2.73108  -4.11741  5.52768  0.032
H  -1.46857  -6.07928  3.02508  0.078
H  -2.96020  -6.24677  3.84695  0.077
H  -1.48330  -6.50906  4.78276  0.073
H  -0.86635  -4.23928  4.71270  0.110
H  -2.48728  -2.49939  3.49959  0.125
H  -3.18227  -3.93076  2.73375  0.122
H  -2.39866  -3.27496  0.53125  0.099
H  -0.76734  -2.97675  0.27322  0.085
H  -1.65530  -1.76287  1.24355  0.071
H  -3.69887  -4.38451  5.32803  0.070
H  -2.46885  -4.70316  6.31373  0.068



[2]
Formula: C27H60BrNP
Source: the Open Molecules 2025 dataset
Level of theory: the ωB97M-V functional and the def2-TZVPD basis

Results
Energy relative to the best compared isomer or geometry (same formula, charge and spin) ... 24.8 kJ/mol
M ... 509.66 g mol⁻¹
Charge ... +1

Last column: Löwdin charge in e.
CARTESIAN COORDINATES (ANGSTROEM)
Br  1.25526  -21.86258  -8.85026  -0.290
C  0.95390  -17.83435  -3.81376  -0.105
C  1.83384  -18.83401  -4.49992  -0.287
C  1.27133  -20.23596  -4.42554  -0.254
C  2.18923  -21.28694  -5.05255  -0.279
P  1.51547  -22.96298  -4.85117  0.995
C  1.54489  -23.38040  -3.09976  -0.260
C  1.15814  -24.82521  -2.71580  -0.223
C  -0.32726  -24.98202  -2.38937  -0.278
C  -0.80956  -26.40906  -2.53917  -0.111
C  -0.13619  -23.05188  -5.58350  -0.297
C  -0.55472  -24.45665  -5.99492  -0.231
C  -1.84264  -24.39133  -6.85519  -0.253
C  -2.98244  -23.61559  -6.22603  -0.108
C  2.58435  -24.10583  -5.73929  -0.284
C  4.06409  -23.99925  -5.36324  -0.261
C  4.95826  -24.83993  -6.28586  -0.246
C  6.39598  -24.93500  -5.76076  -0.099
H  1.28786  -16.80209  -3.92642  0.077
H  0.87115  -18.03771  -2.74453  0.079
H  -0.05171  -17.84381  -4.24290  0.082
H  2.85308  -18.88404  -4.09952  0.111
H  2.00825  -18.58978  -5.55587  0.108
H  0.26994  -20.34377  -4.84959  0.116
H  1.14173  -20.44615  -3.35235  0.111
H  3.19042  -21.36902  -4.62901  0.087
H  2.15815  -21.18244  -6.14811  0.035
H  0.81006  -22.69988  -2.64190  0.097
H  2.48454  -23.01438  -2.67718  0.103
H  1.70692  -25.10262  -1.81433  0.120
H  1.43310  -25.51107  -3.51841  0.096
H  -0.92746  -24.35106  -3.06141  0.089
H  -0.57973  -24.58579  -1.40321  0.118
H  -0.33186  -27.08609  -1.81786  0.081
H  -0.58408  -26.83406  -3.51724  0.069
H  -1.86440  -26.51361  -2.28100  0.079
H  -0.19097  -22.39313  -6.45056  0.035
H  -0.75797  -22.62520  -4.78754  0.093
H  -0.82300  -25.11550  -5.16715  0.093
H  0.19569  -24.89539  -6.64949  0.102
H  -2.16630  -25.41213  -7.07208  0.110
H  -1.58616  -23.94934  -7.82318  0.104
H  -2.68225  -22.57715  -6.03672  0.066
H  -3.25311  -24.00416  -5.24102  0.078
H  -3.83352  -23.52373  -6.89623  0.077
H  2.46828  -23.85828  -6.80246  0.066
H  2.23391  -25.12581  -5.57780  0.094
H  4.21460  -24.26410  -4.30890  0.115
H  4.39997  -22.95352  -5.39214  0.095
H  4.91324  -24.43226  -7.29427  0.105
H  4.50569  -25.83578  -6.27100  0.110
H  7.13337  -24.69446  -6.52444  0.067
H  6.62238  -25.92954  -5.37637  0.073
H  6.56722  -24.26722  -4.91213  0.069
C  4.56527  -19.27350  -6.78929  -0.092
C  5.69616  -20.00410  -7.50513  -0.236
C  5.74365  -19.73829  -9.00722  -0.182
C  4.56238  -20.39073  -9.71505  -0.150
N  4.60126  -20.31845  -11.21584  -0.218
C  4.31990  -18.91599  -11.66136  -0.110
C  2.81043  -18.75270  -11.53373  -0.138
C  2.26319  -20.13102  -11.91300  -0.154
C  3.45286  -21.08165  -11.86634  -0.089
C  5.92655  -20.73243  -11.80168  -0.136
C  6.27991  -22.17318  -11.51491  -0.226
C  7.74172  -22.48728  -11.79752  -0.087
H  4.46746  -19.59066  -5.75412  0.057
H  3.62260  -19.50989  -7.29160  0.057
H  4.72530  -18.19960  -6.88094  0.089
H  5.66423  -21.08542  -7.34118  0.106
H  6.68383  -19.68971  -7.15478  0.114
H  6.67134  -20.17789  -9.37777  0.106
H  5.77856  -18.67795  -9.26456  0.118
H  3.64784  -19.92677  -9.35089  0.085
H  4.45682  -21.43168  -9.41216  0.108
H  4.55997  -18.85247  -12.72486  0.139
H  4.90632  -18.15668  -11.15477  0.132
H  2.45144  -17.91428  -12.12752  0.123
H  2.53191  -18.47777  -10.51273  0.113
H  1.88386  -20.10826  -12.93520  0.120
H  1.44943  -20.43916  -11.26837  0.033
H  3.79646  -21.34278  -12.86688  0.132
H  3.35546  -22.00658  -11.30103  0.111
H  6.66629  -20.03682  -11.41819  0.126
H  5.81967  -20.53076  -12.86733  0.137
H  5.66587  -22.87406  -12.08330  0.120
H  6.06535  -22.38020  -10.46307  0.109
H  8.42952  -21.78776  -11.31862  0.079
H  7.96110  -22.53025  -12.86387  0.082
H  7.98327  -23.47065  -11.39156  0.081



Q: Which Kohn-Sham gap values were calculated for the entries above? A: 0.312 0.312, in Ha.